Record 1
Formula: C4H17NO4
Source: OMol25
Level of theory: ωB97M-V/def2-TZVPD

Output
Structure (SMILES): COC[C@H](C)N.O.O.O

```
! wB97M-V def2-TZVPD RIJCOSX def2/J DEFGRID3
* xyz 0 1
C 0.712 -2.305 0.535
O 0.047 -1.201 -0.065
C 0.270 -1.044 -1.485
C -0.340 0.303 -1.855
C -1.855 0.333 -1.596
N 0.038 0.425 -3.208
H 0.303 -3.222 0.117
H 0.506 -2.276 1.602
H 1.783 -2.281 0.302
H 1.326 -1.234 -1.756
H -0.291 -1.830 -2.006
H 0.089 1.011 -1.145
H -2.287 -0.476 -2.186
H -2.243 1.328 -1.736
H -1.915 0.102 -0.520
H 1.006 0.668 -3.321
H -0.436 1.255 -3.554
O -0.185 0.862 1.802
H 0.625 0.680 2.298
H -0.153 0.247 1.055
O -1.364 3.325 1.898
H -0.995 2.462 1.760
H -1.779 3.266 2.764
O 2.102 -0.183 3.162
H 2.068 -0.439 4.095
H 2.967 0.223 3.041
*
```

---

Record 2
Formula: C3H9N3
Source: OMol25
Level of theory: ωB97M-V/def2-TZVPD

```
! wB97M-V def2-TZVPD RIJCOSX def2/J DEFGRID3
* xyz 0 1
C -1.001 -0.543 -0.597
C 1.860 -0.675 -0.279
N -1.796 0.069 0.353
C 0.713 0.295 -0.254
N -1.160 0.073 1.582
N 0.891 1.460 -0.727
H -2.154 0.975 0.046
H -1.681 0.670 2.219
H -0.054 0.369 1.176
H 0.043 2.033 -0.689
H -1.317 -0.367 -1.621
H -0.764 -1.568 -0.333
H 1.903 -1.232 0.658
H 1.717 -1.406 -1.077
H 2.801 -0.153 -0.457
*
```

---

Record 3
Formula: C22H46GaINO8P2
Source: OMol25
Level of theory: ωB97M-V/def2-TZVPD

```
! wB97M-V def2-TZVPD RIJCOSX def2/J DEFGRID3
* xyz -1 1
C 6.837 -2.333 1.623
C 5.809 -2.643 0.544
O 6.517 -3.116 -0.618
C 5.029 -1.389 0.152
N 3.693 -1.405 0.742
C 2.875 -0.265 0.286
C 2.451 -0.387 -1.180
O 1.087 -0.681 -1.281
Ga 0.005 0.624 -2.132
C 0.669 2.444 -1.463
C -0.345 3.138 -0.554
C -0.073 4.639 -0.481
I -1.013 5.423 1.306
C -1.902 0.342 -1.516
C -2.581 -1.000 -1.805
C -1.815 -1.919 -2.732
O -3.909 -0.726 -2.284
C -4.778 -1.825 -2.238
C -5.523 -1.931 -0.930
C -6.596 -1.102 -0.610
C -7.271 -1.253 0.597
C -6.893 -2.242 1.504
C -5.816 -3.070 1.204
C -5.144 -2.910 -0.007
P 0.291 0.710 -4.512
P 1.499 -0.929 -5.184
O 2.010 -0.669 -6.539
O 2.738 -1.149 -4.166
O 0.645 -2.327 -5.189
H 7.333 -3.246 1.939
H 6.352 -1.865 2.477
H 7.556 -1.638 1.203
H 5.122 -3.427 0.851
H 6.429 -4.068 -0.663
H 5.603 -0.503 0.450
H 4.983 -1.383 -0.930
H 3.838 -1.252 1.735
H 3.380 0.687 0.499
H 1.952 -0.295 0.856
H 2.758 0.491 -1.754
H 3.010 -1.238 -1.583
H 0.845 3.086 -2.332
H 1.637 2.363 -0.969
H -1.357 3.008 -0.923
H -0.228 2.753 0.455
H 0.987 4.850 -0.419
H -0.491 5.190 -1.315
H -2.500 1.103 -2.023
H -1.995 0.564 -0.457
H -2.671 -1.505 -0.835
H -1.743 -1.467 -3.716
H -0.834 -2.140 -2.325
H -2.310 -2.881 -2.874
H -4.291 -2.780 -2.429
H -5.507 -1.687 -3.037
H -6.890 -0.340 -1.317
H -8.110 -0.608 0.811
H -7.432 -2.368 2.429
H -5.525 -3.841 1.898
H -4.325 -3.580 -0.220
H -0.969 0.364 -5.044
H 2.564 -1.905 -3.594
H 1.194 -3.053 -4.872
C -1.798 -1.395 2.810
C -1.004 -0.156 2.435
O -1.846 0.878 1.943
H -2.357 -1.760 1.947
H -1.141 -2.190 3.166
H -2.523 -1.166 3.597
H -0.299 -0.385 1.636
H -0.439 0.213 3.299
H -2.476 1.107 2.632
C 2.335 5.846 4.695
C 1.919 4.397 4.881
O 0.527 4.216 4.659
H 1.776 6.490 5.376
H 3.402 5.977 4.884
H 2.119 6.179 3.678
H 2.118 4.070 5.901
H 2.483 3.750 4.199
H 0.343 4.491 3.753
*
```

---

no.,LUMO energy (eV),total energy (Ha)
1,0.30,-518.290106
2,0.72,-283.834728
3,2.29,-4427.848426